[1]
Below is C16H38ClLuNPSn as an isolated structure at a distorted geometry, with properties calculated with ωB97M-V/def2-TZVPD.

```
! RIJCOSX wB97M-V def2-TZVPD def2/J DEFGRID3
* xyz 0 1
Lu -1.4089 0.6965 -1.9744
Cl -1.8327 3.0745 -2.3717
C -3.3638 -0.4620 -1.7438
H -3.5453 -1.2127 -0.9753
H -3.5261 -0.9544 -2.7126
H -4.1587 0.2818 -1.6278
Sn 0.1675 -0.5980 -5.0881
C 1.9325 0.4952 -5.5544
C -1.3695 -0.3428 -6.5365
C -0.2696 -1.3213 -3.1627
H -1.9213 -1.2751 -6.6594
H -2.0548 0.4485 -6.2063
H -0.9415 -0.0614 -7.5058
H 2.8133 -0.0882 -5.2595
H 1.9972 0.6833 -6.6313
H 1.9287 1.4519 -5.0154
H -0.9389 -2.2007 -3.2414
H 0.6835 -1.7509 -2.8037
C -2.1609 -1.3370 1.8720
C -0.6207 -1.4122 1.8945
C -0.1452 -1.8107 3.3089
C -0.2471 -2.4725 0.8675
P 0.0576 0.2262 1.2847
N -0.6966 0.5755 -0.0628
C -0.2163 1.5912 2.5376
C 0.7208 1.4870 3.7593
C -0.0184 2.9337 1.8150
C -1.6846 1.5725 2.9507
C 1.8885 0.0974 0.9285
C 2.1062 -0.5242 -0.4606
C 2.5485 1.4913 0.8761
C 2.6175 -0.7645 1.9687
H -2.5612 -2.3627 1.8551
H -2.5031 -0.7903 0.9780
H -2.5988 -0.8637 2.7571
H -0.5762 -2.7977 3.5416
H 0.9428 -1.9202 3.3989
H -0.4904 -1.1311 4.1038
H -0.5472 -2.1372 -0.1344
H 0.8142 -2.7262 0.8601
H -0.8137 -3.3853 1.0972
H 1.7837 1.5822 3.4942
H 0.4773 2.3329 4.4241
H 0.5982 0.5596 4.3383
H -0.4665 2.8752 0.8168
H -0.5574 3.7064 2.3834
H 1.0299 3.2315 1.7202
H -2.3066 1.5612 2.0491
H -1.9626 0.7381 3.5974
H -1.8919 2.4975 3.5047
H 1.6099 0.0724 -1.2471
H 3.1965 -0.5469 -0.6350
H 1.7293 -1.5492 -0.5294
H 2.6235 1.9683 1.8654
H 3.5819 1.3359 0.5110
H 2.0304 2.1582 0.1645
H 2.4835 -0.4068 2.9964
H 2.3457 -1.8231 1.8890
H 3.6877 -0.6969 1.7294
*
```

For the largest force on an atom, the calculation gives 2.535 eV Å⁻¹. The calculation puts the molar mass at 604.592 g/mol. For the total energy, the calculation gives -2938.51044 hartree. For the energy relative to the best compared isomer or geometry (same formula, charge and spin), the calculation gives 18.7 kcal per mole. As for the HOMO-LUMO gap: 5.996 eV. The value obtained for the HOMO energy is -7.4806 eV.

=====

[2]
Below is a 11-piece molecular cluster, C16H38ClN11O22 overall at a distorted geometry, with properties calculated with ωB97M-V/def2-TZVPD.

```
! RIJCOSX wB97M-V def2-TZVPD def2/J DEFGRID3
* xyz 0 1
O 5.8019 -0.8872 3.0240
C 5.5999 -2.0063 2.9502
Cl 6.5787 -3.2194 3.8507
C 4.4881 -2.5873 2.0694
C 3.1298 -2.1175 2.6255
C 1.9630 -3.1030 2.7347
N 0.9486 -2.2184 3.3315
C 1.1669 -0.8960 2.9284
O 0.5982 0.0641 3.2789
C 2.3675 -0.9490 1.9383
H 4.6463 -2.1362 1.0761
H 4.5694 -3.6745 1.9666
H 3.2725 -1.7471 3.6573
H 1.5936 -3.3823 1.7230
H 2.1123 -4.0750 3.2213
H -0.0035 -2.5588 3.3326
H 1.9490 -1.3439 1.0047
H 3.0298 -0.0807 1.8967
C 4.9410 -3.8020 8.0769
N 4.9061 -4.3942 6.7128
O 5.5328 -5.4213 6.5244
O 4.2543 -3.8048 5.8759
H 5.5555 -4.4263 8.7085
H 5.3617 -2.8065 7.9888
H 3.9184 -3.7649 8.4448
C -0.4236 0.1241 -2.2489
N 0.3275 -0.4885 -1.1168
O 1.2597 -1.2279 -1.3867
O -0.0431 -0.2087 0.0058
H 0.0179 -0.2135 -3.1800
H -1.4511 -0.1975 -2.1696
H -0.3411 1.2026 -2.1503
C 1.8914 0.9394 6.0929
N 2.6616 0.3094 7.2014
O 3.5942 -0.4114 6.9011
O 2.3010 0.5613 8.3348
H 2.3209 0.6278 5.1488
H 0.8617 0.6043 6.1762
H 1.9646 2.0168 6.2146
C -4.1207 2.1480 -4.6509
N -3.3901 1.5313 -3.5227
O -2.4603 0.7880 -3.7944
O -3.7680 1.8076 -2.4045
H -3.6749 1.8134 -5.5789
H -5.1567 1.8291 -4.5852
H -4.0335 3.2262 -4.5510
C 9.2927 -3.1659 7.4623
N 8.6791 -3.0490 8.8140
O 9.3712 -2.6225 9.7133
O 7.5151 -3.3943 8.9161
H 10.3213 -2.8270 7.5185
H 9.2429 -4.2116 7.1703
H 8.7145 -2.5423 6.7849
C -3.8138 -2.4267 -5.3211
N -4.6070 -1.1820 -5.1591
O -5.0124 -0.9166 -4.0418
O -4.7949 -0.5159 -6.1591
H -3.7285 -2.9132 -4.3564
H -4.3416 -3.0595 -6.0267
H -2.8349 -2.1433 -5.7002
C -1.7362 5.0917 -2.6983
N -1.7864 4.5242 -4.0742
O -1.1480 3.5058 -4.2860
O -2.4626 5.1182 -4.8893
H -1.1008 4.4592 -2.0865
H -1.3281 6.0941 -2.7698
H -2.7516 5.1085 -2.3120
C -2.1922 9.8404 -1.2950
N -2.5424 8.4008 -1.4412
O -1.6417 7.6234 -1.7128
O -3.7035 8.0988 -1.2797
H -1.1277 9.9577 -1.4661
H -2.7675 10.3931 -2.0327
H -2.4586 10.1399 -0.2852
C -7.2117 -3.5497 -3.5065
N -7.1247 -4.4058 -4.7226
O -8.1398 -4.9438 -5.1047
O -6.0289 -4.5063 -5.2512
H -8.2363 -3.5573 -3.1511
H -6.5396 -3.9691 -2.7627
H -6.9061 -2.5454 -3.7872
C -4.1771 1.2595 -8.9866
N -4.9740 2.5045 -8.8084
O -5.3719 2.7648 -7.6886
O -5.1705 3.1748 -9.8010
H -4.0827 0.7661 -8.0260
H -4.7091 0.6300 -9.6946
H -3.2033 1.5484 -9.3732
*
```

For the largest force on an atom, the calculation gives 4.541 eV Å⁻¹. The calculation puts the molar mass at 771.988 g/mol. For the total energy, the calculation gives -3349.28916 hartree. Its SMILES is O=C(Cl)C[C@@H]1CNC(=O)C1.C[N+](=O)[O-].C[N+](=O)[O-].C[N+](=O)[O-].C[N+](=O)[O-].C[N+](=O)[O-].C[N+](=O)[O-].C[N+](=O)[O-].C[N+](=O)[O-].C[N+](=O)[O-].C[N+](=O)[O-]. As for the HOMO-LUMO gap: 8.928 eV. The value obtained for the HOMO energy is -9.3483 eV.

=====

[3]
Below is a 5-piece molecular cluster, C16H38FN3O7P overall at a distorted geometry, with properties calculated with ωB97M-V/def2-TZVPD.

```
! RIJCOSX wB97M-V def2-TZVPD def2/J DEFGRID3
* xyz 1 1
O -0.6959 -2.8412 0.3932
N 0.2773 -2.2282 0.3427
O 1.2517 -2.7102 1.3281
C 1.6411 -1.5555 2.0428
C 0.6414 -1.3317 3.1530
N 0.2318 -2.1840 4.0740
C -0.7223 -1.5749 4.8900
C -0.8893 -0.3238 4.4079
P -2.0058 1.0486 4.8971
O -3.2208 0.9956 4.0741
N -0.0203 -0.1967 3.3430
F 0.1043 0.8789 2.5818
H 1.5823 -0.6999 1.3684
H 2.6297 -1.6791 2.4707
H 0.5441 -3.1398 4.1663
H -1.2163 -2.0566 5.7088
H -2.2151 0.9098 6.2798
H -1.2587 2.2213 4.6684
C -3.6578 3.3135 2.3581
C -3.0456 4.7028 2.3962
C -2.6807 5.2044 1.0084
O -1.8718 4.6867 3.2247
H -2.9463 2.5937 1.9424
H -3.9061 2.9819 3.3570
H -4.5639 3.2925 1.7509
H -3.7464 5.3961 2.8610
H -1.9415 4.5436 0.5442
H -2.2366 6.1984 1.0633
H -3.5573 5.2501 0.3621
H -1.2452 4.0853 2.8093
C -4.6963 -4.4127 -0.2885
C -3.8587 -5.0866 -1.3647
C -2.9987 -6.1989 -0.7843
O -3.0316 -4.1203 -2.0139
H -4.0504 -3.9565 0.4686
H -5.3031 -3.6163 -0.7192
H -5.3575 -5.1259 0.2051
H -4.5134 -5.4954 -2.1340
H -2.3024 -5.7958 -0.0418
H -2.4022 -6.6685 -1.5664
H -3.6097 -6.9650 -0.3054
H -2.4445 -3.7462 -1.3506
C -0.0646 1.7807 -1.3571
C 1.2074 1.0644 -1.7891
C 1.3481 1.0482 -3.3001
O 1.2006 -0.2785 -1.2798
H -0.9462 1.2711 -1.7550
H -0.1559 1.7827 -0.2673
H -0.0756 2.8128 -1.7069
H 2.0743 1.5572 -1.3469
H 0.5076 0.5170 -3.7575
H 2.2593 0.5309 -3.5938
H 1.3808 2.0595 -3.7047
H 0.4425 -0.7306 -1.6640
C 6.8776 2.0047 -4.5604
C 5.8386 1.3036 -3.6995
C 6.2280 -0.1419 -3.4285
O 4.5614 1.3521 -4.3389
H 6.9674 1.5096 -5.5309
H 6.5834 3.0371 -4.7496
H 7.8568 2.0040 -4.0803
H 5.7278 1.8363 -2.7538
H 6.2983 -0.7014 -4.3649
H 5.4721 -0.6331 -2.8139
H 7.1888 -0.2045 -2.9160
H 4.6364 0.8877 -5.1793
*
```

For the largest force on an atom, the calculation gives 1.779 eV Å⁻¹. The calculation puts the molar mass at 434.466 g/mol. For the total energy, the calculation gives -1764.14372 hartree. As for the HOMO-LUMO gap: 8.026 eV. The value obtained for the HOMO energy is -11.8876 eV.

=====

[4]
Below is C16H38FeN5SSeSi2Te as an isolated structure at a distorted geometry, with properties calculated with ωB97M-V/def2-TZVPD.

```
! RIJCOSX wB97M-V def2-TZVPD def2/J DEFGRID3
* xyz 1 5
Fe -0.0058 0.4371 1.0750
C -3.5836 2.4495 -2.2115
Si -4.2136 0.6819 -1.9014
C -3.9635 -0.4041 -3.4496
C -5.9918 0.6145 -1.2270
C -3.1156 -0.0599 -0.5067
Te -1.1030 -0.3264 -1.1968
C -1.2101 -2.4750 -1.3356
Si -1.0649 -3.3800 0.3530
C -2.3965 -2.7567 1.5691
C -1.2232 -5.2390 -0.0151
C 0.6191 -2.9309 1.1342
H -3.9748 2.8597 -3.1372
H -2.4964 2.4662 -2.2759
H -3.8770 3.1182 -1.4068
H -4.6080 -0.0895 -4.2638
H -4.1800 -1.4501 -3.2510
H -2.9359 -0.3422 -3.8042
H -6.7025 0.9669 -1.9669
H -6.0983 1.2350 -0.3418
H -6.2750 -0.3969 -0.9502
H -3.4930 -1.0294 -0.2048
H -3.0940 0.5952 0.3609
H -0.3953 -2.7738 -1.9911
H -2.1406 -2.7237 -1.8383
H -3.3967 -2.8186 1.1525
H -2.2206 -1.7214 1.8633
H -2.4011 -3.3520 2.4768
H -2.1710 -5.4647 -0.4937
H -1.1663 -5.8228 0.8969
H -0.4359 -5.5828 -0.6786
H 0.7607 -1.8428 1.1594
H 1.4521 -3.3503 0.5814
H 0.6903 -3.2908 2.1549
Se -1.3369 4.9836 0.0208
C -0.7775 3.3870 0.3325
N -0.4149 2.2858 0.5502
C 0.1297 -0.2265 4.5964
S -1.1624 0.5375 3.5667
C -0.6110 2.2602 3.7497
H 1.0806 -0.1862 4.0721
H -0.1602 -1.2519 4.7946
H 0.1870 0.3186 5.5345
H -0.5525 2.5074 4.8064
H -1.3410 2.9010 3.2666
H 0.3595 2.3653 3.2683
C 5.0770 0.7941 -2.6576
C 5.7864 1.4580 -1.4842
C 5.3434 2.9094 -1.3103
C 5.5791 0.6451 -0.1932
N 4.2132 0.6213 0.2423
C 3.6588 1.2266 1.3116
N 2.3921 0.8948 1.3592
N 2.1859 0.1053 0.2957
N 3.2570 -0.0629 -0.3630
H 5.3165 1.3140 -3.5802
H 3.9985 0.8108 -2.5175
H 5.3947 -0.2405 -2.7521
H 6.8654 1.4453 -1.6662
H 4.2641 2.9917 -1.2060
H 5.6300 3.4947 -2.1790
H 5.8052 3.3636 -0.4367
H 6.1684 1.0792 0.6154
H 5.8933 -0.3874 -0.3665
H 4.1806 1.8533 2.0008
*
```

For the largest force on an atom, the calculation gives 1.803 eV Å⁻¹. The calculation puts the molar mass at 651.159 g/mol. For the total energy, the calculation gives -5816.37789 hartree. For the energy relative to the best compared isomer or geometry (same formula, charge and spin), the calculation gives 23.8 kcal per mole. As for the HOMO-LUMO gap (spin up / spin down): 8.087 / 7.084 eV. The value obtained for the HOMO energy (spin up / spin down) is -10.3389 / -10.3087 eV.

=====

[5]
Below is C16H38GeIrN3O7S4 as an isolated structure, with properties calculated with ωB97M-V/def2-TZVPD.

```
! RIJCOSX wB97M-V def2-TZVPD def2/J DEFGRID3
* xyz 2 1
Ir -0.5913 0.1629 0.3703
C 1.2362 -3.0978 0.5547
C -0.1198 -2.9043 1.2209
C 0.0219 -2.4492 2.6619
C -0.9698 -4.1604 1.1259
O -0.8504 -1.8642 0.5041
Ge -1.6991 -1.9187 -1.2220
O -0.2033 -0.6828 -1.5289
C 0.5111 -0.3611 -2.7396
C 1.8363 -1.1135 -2.7075
C -0.3385 -0.7999 -3.9248
C 0.7413 1.1412 -2.7863
O -2.4235 -0.2824 -0.4240
C -3.6988 0.3899 -0.6237
C -4.5283 -0.5158 -1.5222
C -4.3749 0.5687 0.7253
C -3.4594 1.7301 -1.3039
H 1.8075 -3.8669 1.0749
H 1.8035 -2.1677 0.5692
H 1.1084 -3.4157 -0.4828
H 0.5338 -3.2177 3.2411
H -0.9579 -2.2837 3.1127
H 0.6121 -1.5345 2.7218
H -0.4957 -4.9702 1.6797
H -1.0774 -4.4906 0.0903
H -1.9595 -3.9898 1.5502
H 1.6582 -2.1889 -2.6737
H 2.4075 -0.8252 -1.8239
H 2.4202 -0.8988 -3.6063
H -0.5083 -1.8777 -3.9119
H 0.1637 -0.5606 -4.8621
H -1.3043 -0.2890 -3.9190
H 1.3366 1.4748 -1.9331
H -0.2147 1.6717 -2.8203
H 1.2803 1.4047 -3.6973
H -4.6781 -1.4935 -1.0614
H -4.0564 -0.6501 -2.4983
H -5.5096 -0.0722 -1.6867
H -4.4622 -0.3892 1.2373
H -5.3755 0.9799 0.5888
H -3.8120 1.2509 1.3617
H -2.8474 1.6041 -2.2000
H -2.9886 2.4355 -0.6158
H -4.4078 2.1742 -1.6053
N -0.4866 2.2169 0.0484
N -1.0606 3.0022 1.0816
C -1.3281 2.4426 2.2760
N -1.7022 3.2437 3.2683
S -1.2145 0.7684 2.5032
H 0.5219 2.4512 -0.0251
H -0.9684 2.4542 -0.8176
H -0.9266 4.0011 1.0008
H -1.7990 4.2406 3.1615
H -1.9651 2.8414 4.1537
C 6.1612 -1.2363 -0.6451
O 6.3743 0.2108 -0.4353
C 5.7370 1.0176 -1.1377
S 5.5455 2.6832 -1.2377
S 4.7113 1.0821 -2.4744
H 6.9878 -1.7093 -0.1302
H 6.1915 -1.4370 -1.7135
H 5.2013 -1.4721 -0.1957
C 3.2749 1.2914 2.3799
S 2.6092 0.9536 0.7859
O 2.3028 2.2305 0.1408
O 3.5771 0.1523 0.0677
O 1.3664 0.1820 1.0996
H 4.1976 1.8523 2.2490
H 3.4730 0.3419 2.8716
H 2.5511 1.8716 2.9463
*
```

For the largest force on an atom, the calculation gives 0.398 eV Å⁻¹. The calculation puts the molar mass at 777.589 g/mol. For the total energy, the calculation gives -5096.92801 hartree. For the energy relative to the best compared isomer or geometry (same formula, charge and spin), the calculation gives 2.5 kcal per mole. As for the HOMO-LUMO gap: 6.737 eV. The value obtained for the HOMO energy is -13.9333 eV.

=====

[6]
Below is C16H38N3O9S2 as an isolated structure, with properties calculated with ωB97M-V/def2-TZVPD.

```
! RIJCOSX wB97M-V def2-TZVPD def2/J DEFGRID3
* xyz -1 1
C 6.7926 -1.3096 -1.8515
C 6.1930 -2.4970 -2.5618
O 6.7631 -3.1535 -3.3826
O 4.9116 -2.7672 -2.1758
C 3.8992 -2.3518 -3.1192
C 2.6873 -1.8729 -2.3508
C 1.7186 -1.1228 -3.2575
S 0.7689 0.2090 -2.4598
O 0.6692 1.2282 -3.4863
O -0.4534 -0.4287 -2.0197
N 1.6232 0.6065 -1.2006
S 2.6681 1.8117 -1.1411
O 3.4853 1.5813 0.0317
O 2.0477 3.0957 -1.3079
C 3.7815 1.5148 -2.5197
C 4.9993 2.4349 -2.6892
C 5.4767 2.3856 -4.1382
O 4.7426 3.7672 -2.2746
H 6.3308 -1.1533 -0.8794
H 6.6193 -0.4182 -2.4597
H 7.8668 -1.4521 -1.7490
H 3.6828 -3.1926 -3.7833
H 4.2967 -1.5336 -3.7311
H 2.1928 -2.7191 -1.8700
H 3.0273 -1.2125 -1.5515
H 0.9675 -1.7865 -3.6866
H 2.2419 -0.6353 -4.0834
H 4.1679 0.5104 -2.3193
H 3.1782 1.4904 -3.4286
H 5.8056 2.0551 -2.0511
H 5.3313 1.3924 -4.5676
H 6.5343 2.6403 -4.2249
H 4.8795 3.0767 -4.7408
H 4.9173 4.3637 -3.0061
C -1.8967 -1.4521 2.4439
C -2.7573 -2.7098 2.4268
C -2.6964 -3.4918 1.1093
O -3.3979 -2.8992 0.0410
C -2.6649 -1.9032 -0.6709
N -4.1343 -2.3611 2.8020
H -2.3502 -0.6507 1.8604
H -1.7822 -1.0925 3.4673
H -0.9050 -1.6390 2.0307
H -2.3776 -3.3870 3.2001
H -3.1661 -4.4677 1.2705
H -1.6501 -3.6668 0.8242
H -1.6029 -2.1464 -0.7197
H -2.7732 -0.9142 -0.2246
H -3.0570 -1.8661 -1.6850
H -4.6780 -3.2102 2.9243
H -4.5508 -1.9034 1.9925
C -5.8969 2.1397 5.4293
C -5.0592 1.1647 4.6081
C -4.0936 1.8417 3.6290
O -4.7134 2.3888 2.4805
C -5.2129 3.6996 2.6190
N -5.9380 0.1982 3.9492
H -6.7022 2.5685 4.8309
H -6.3582 1.6187 6.2682
H -5.2890 2.9578 5.8214
H -4.4285 0.5988 5.3024
H -3.4031 1.0833 3.2547
H -3.4989 2.6144 4.1358
H -4.5659 4.3032 3.2649
H -6.2285 3.7179 3.0260
H -5.2290 4.1474 1.6258
H -5.3569 -0.5172 3.5177
H -6.4001 0.6783 3.1813
*
```

For the largest force on an atom, the calculation gives 0.313 eV Å⁻¹. The calculation puts the molar mass at 480.626 g/mol. For the total energy, the calculation gives -2270.25100 hartree. As for the HOMO-LUMO gap: 8.764 eV. The value obtained for the HOMO energy is -6.1212 eV.